(a)
{"formula": "C3H5NO3", "method": "ωB97M-V/def2-TZVPD", "elements": ["C", "C", "C", "N", "O", "O", "O", "H", "H", "H", "H", "H"], "coordinates": [[0.214, 1.592, -0.210], [1.027, -0.755, 0.499], [0.297, 0.160, -0.409], [-1.775, -0.641, -0.068], [0.608, 2.129, 0.838], [-2.598, -0.064, -0.711], [-1.623, -1.556, 0.656], [-0.207, 1.983, -1.082], [0.644, -0.705, 1.467], [0.975, -1.769, 0.062], [1.997, -0.347, 0.341], [0.443, -0.027, -1.384]], "gap_ev": [8.420, 8.043], "multiplicity": 1, "lumo_ev": [-1.170, -1.194]}


(b)
{"formula": "C3H5NO3", "method": "ωB97M-V/def2-TZVPD", "elements": ["N", "C", "O", "C", "O", "C", "O", "H", "H", "H", "H", "H"], "coordinates": [[2.122, 0.762, 0.149], [1.238, -0.331, 0.170], [1.516, -1.524, 0.013], [-0.183, 0.073, 0.250], [-0.386, 1.406, 0.052], [-1.146, -0.839, 0.151], [-2.415, -0.315, 0.098], [1.500, 1.486, -0.192], [2.964, 0.496, -0.270], [-1.258, 1.611, -0.228], [-1.107, -1.842, 0.242], [-2.844, -0.982, -0.436]], "gap_ev": 9.376, "multiplicity": 1, "smiles": "NC(=O)/C(O)=C/O", "lumo_ev": 0.436}


(c)
{"formula": "C3H5NO3", "method": "ωB97M-V/def2-TZVPD", "elements": ["N", "C", "O", "C", "O", "C", "O", "H", "H", "H", "H", "H"], "coordinates": [[-1.661, -0.595, 0.195], [-0.348, -0.528, 0.672], [0.222, -1.328, 1.381], [0.066, 0.918, 0.441], [1.458, 1.049, 0.036], [1.646, 0.117, -0.920], [0.842, -0.753, -1.169], [-1.757, -0.638, -0.814], [-2.256, -1.208, 0.717], [-0.510, 1.344, -0.381], [-0.256, 1.420, 1.371], [2.555, 0.200, -1.529]], "gap_ev": 10.844, "multiplicity": 1, "smiles": "NC(=O)COC=O", "lumo_ev": 0.876}


(c) is favored, and the nearest alternative lies 0.298 eV above it.


(a)
{"formula": "HNO2", "method": "ωB97M-V/def2-TZVPD", "elements": ["O", "N", "O", "H"], "coordinates": [[1.058, -0.317, -0.573], [0.552, 0.553, 0.025], [-0.785, 0.326, 0.424], [-0.825, -0.561, 0.123]], "gap_ev": 11.000, "multiplicity": 1, "smiles": "O=NO", "lumo_ev": 0.002}


(b)
{"formula": "HNO2", "method": "ωB97M-V/def2-TZVPD", "elements": ["N", "O", "O", "H"], "coordinates": [[0.444, -0.985, 0.494], [1.343, -0.713, 1.234], [-0.213, -1.937, 0.204], [0.087, 0.146, 0.009]], "gap_ev": 11.542, "multiplicity": 1, "lumo_ev": 0.255}


(a) is favored, and the nearest alternative lies 1.041 eV above it.


(a)
{"formula": "C4H12NO2", "method": "ωB97M-V/def2-TZVPD", "elements": ["C", "C", "C", "N", "C", "O", "H", "H", "H", "H", "H", "H", "H", "H", "H", "H", "H", "H", "O"], "coordinates": [[1.473, 0.605, -0.006], [0.076, 0.701, 0.641], [-0.490, 2.129, 0.248], [-0.731, -0.428, 0.282], [-0.725, -1.019, -1.345], [-1.720, -1.748, -1.639], [1.583, 0.513, -1.080], [2.054, 1.468, 0.360], [1.937, -0.241, 0.513], [0.168, 0.756, 1.740], [-0.338, 2.263, -0.820], [-1.556, 2.190, 0.465], [0.075, 2.845, 0.848], [-1.736, -0.294, 0.176], [-0.533, 0.041, -1.722], [0.293, -1.450, -1.453], [-0.139, -3.490, 0.976], [-0.152, -2.090, 0.682], [0.463, -2.751, 1.135]], "gap_ev": 7.096, "multiplicity": 1, "total_charge": -1, "lumo_ev": 4.027}


(b)
{"formula": "C4H12NO2", "method": "ωB97M-V/def2-TZVPD", "elements": ["C", "O", "C", "C", "C", "N", "H", "H", "H", "H", "H", "H", "H", "H", "H", "H", "H", "H", "O"], "coordinates": [[-0.973, 0.726, 0.208], [-0.820, 1.076, -1.081], [-0.546, -0.857, 0.386], [0.924, -1.158, 0.828], [2.076, -0.143, 0.634], [2.141, 0.626, -0.602], [-0.308, 1.247, 0.922], [-2.066, 0.746, 0.562], [-1.262, -1.380, 1.032], [-0.569, -1.229, -0.673], [0.834, -1.264, 1.929], [1.278, -2.089, 0.412], [2.999, -0.737, 0.649], [2.196, 0.557, 1.467], [1.596, 1.485, -0.628], [1.565, 0.297, -1.378], [-2.249, 0.581, -1.758], [-3.560, 0.882, -1.018], [-3.255, 0.632, -1.893]], "gap_ev": 7.317, "multiplicity": 1, "total_charge": -1, "lumo_ev": 4.092}


(b) is favored, and the nearest alternative lies 0.337 eV above it.